C2H7N5 | the ωB97M-V functional and the def2-TZVPD basis

Element x y z (Å)
C (0.034, 1.688, 0.484)
C (0.561, 0.338, 0.366)
N (-0.253, -2.951, -0.463)
N (-0.711, -0.328, -2.675)
N (0.187, -2.226, 0.392)
N (-0.430, -0.920, -1.577)
N (-0.126, -0.554, -0.475)
H (0.510, 2.455, 1.223)
H (-0.082, 2.447, -0.355)
H (-1.019, 1.683, 0.811)
H (1.675, 0.389, 0.045)
H (0.656, -0.246, 1.382)
H (-0.481, -3.923, -0.244)
H (-0.860, -1.160, -3.328)

- total energy (hartree) = -353.95385
- HOMO (alpha / beta) (eV) = -8.281 / -8.281
- energy above the lowest of the compared OMol25 structures with the same formula, charge and spin (eV) = 6.464
- charge = 0
- LUMO level (alpha / beta) (eV) = 0.48 / 0.48


C2H7N5O | the ωB97M-V functional and the def2-TZVPD basis

Element x y z (Å)
H (-0.694, -0.057, -2.866)
N (-1.571, -0.064, -2.105)
C (-0.661, 0.073, -1.152)
N (0.671, -0.044, -1.356)
N (-0.832, 0.667, 0.111)
C (-0.068, -0.130, 1.081)
N (-0.837, -0.962, 1.744)
N (1.262, -0.003, 1.272)
O (1.665, 1.246, 0.926)
H (0.802, -0.337, -2.323)
H (1.431, 0.527, -0.958)
H (-1.847, 0.812, 0.502)
H (-1.366, -1.734, 1.226)
H (-0.554, -1.427, 2.585)
H (2.602, 1.433, 1.314)

- total energy (hartree) = -429.30502
- SMILES string = [H]/N=C(\N)N/C(N)=N\O
- HOMO (eV) = -8.361
- energy above the lowest of the compared OMol25 structures with the same formula, charge and spin (eV) = 3.223
- charge = 0
- LUMO level (eV) = 0.71


C2H7N5O | the ωB97M-V functional and the def2-TZVPD basis

Element x y z (Å)
H (-2.042, -2.660, -1.090)
N (-1.094, -2.487, -0.732)
N (-1.005, -1.348, -0.219)
C (0.268, -1.066, 0.255)
N (1.099, -2.073, 0.666)
N (0.723, 0.163, 0.298)
N (-0.097, 1.146, -0.144)
C (0.489, 2.488, -0.163)
O (-1.262, 1.289, 0.716)
H (0.829, -2.954, 0.245)
H (2.070, -1.826, 0.522)
H (0.717, 2.843, 0.848)
H (-0.200, 3.195, -0.637)
H (1.416, 2.493, -0.746)
H (-1.911, 0.798, 0.182)

- total energy (hartree) = -429.28548
- SMILES string = [H]/N=N/C(N)=N\N(C)O
- HOMO (alpha / beta) (eV) = -8.003 / -8.004
- energy above the lowest of the compared OMol25 structures with the same formula, charge and spin (eV) = 3.755
- charge = 0
- LUMO level (alpha / beta) (eV) = -0.61 / -0.61


C2H7N5O2 | the ωB97M-V functional and the def2-TZVPD basis

Element x y z (Å)
N (-0.161, 1.644, -0.820)
N (-0.426, 0.311, -1.339)
N (-0.491, -0.436, -0.119)
N (-0.895, -1.761, -0.321)
C (-1.034, 0.477, 0.922)
O (-0.874, 0.334, 2.103)
H (-0.236, 2.291, -1.606)
H (0.817, 1.593, -0.484)
H (-1.361, 0.333, -1.760)
H (-0.083, -2.366, -0.234)
H (-1.539, -2.007, 0.422)
H (-1.787, 1.189, 0.517)
N (2.153, 0.324, 0.433)
C (1.702, -0.812, 0.508)
O (1.727, -1.985, 0.571)
H (2.486, 0.869, 1.207)

- total energy (hartree) = -504.52763
- SMILES string = NNN(N)C=O.N=C=O
- HOMO (eV) = -8.219
- energy above the lowest of the compared OMol25 structures with the same formula, charge and spin (eV) = 2.442
- charge = 0
- LUMO level (eV) = 0.76


C2H7NO | the ωB97M-V functional and the def2-TZVPD basis

Element x y z (Å)
N (-1.887, -1.144, 0.920)
C (-1.762, -0.183, -0.028)
O (-0.928, -0.196, -0.899)
H (-2.677, -1.204, 1.541)
H (-1.171, -1.836, 1.045)
H (-2.466, 0.653, 0.103)
C (2.207, 0.771, -0.549)
H (1.741, 1.675, -0.163)
H (2.643, 1.022, -1.507)
H (2.903, 0.390, 0.185)
H (1.398, 0.053, -0.648)

- total energy (hartree) = -210.39713
- SMILES string = NC=O.C
- HOMO (eV) = -10.225
- energy above the lowest of the compared OMol25 structures with the same formula, charge and spin (eV) = 0.044
- charge = 0
- LUMO level (eV) = 0.92


C2H7NO | the ωB97M-V functional and the def2-TZVPD basis

Element x y z (Å)
C (-0.148, 0.089, -1.366)
C (0.057, -0.996, -0.614)
N (-0.352, -1.113, 0.733)
H (-0.911, 0.816, -1.114)
H (0.288, 0.128, -2.351)
H (0.914, -1.610, -0.870)
H (-1.239, -0.638, 0.887)
H (-0.463, -2.061, 1.051)
O (0.838, 1.930, 1.507)
H (0.240, 2.423, 0.930)
H (0.776, 1.032, 1.207)

- total energy (hartree) = -210.36595
- SMILES string = C=CN.O
- HOMO (eV) = -8.932
- energy above the lowest of the compared OMol25 structures with the same formula, charge and spin (eV) = 0.892
- charge = 0
- LUMO level (eV) = 0.96


C2H7NO2 | the ωB97M-V functional and the def2-TZVPD basis

Element x y z (Å)
N (1.491, -2.225, -0.142)
C (1.501, -1.924, -1.480)
O (2.199, -2.510, -2.274)
H (2.278, -2.811, 0.104)
H (0.655, -2.473, 0.361)
H (0.717, -1.231, -1.798)
C (-1.429, 1.866, 1.059)
O (-1.728, 3.292, 1.053)
H (-2.338, 1.305, 1.272)
H (-0.553, 1.676, 1.669)
H (-1.152, 1.532, 0.048)
H (-1.641, 3.504, 0.127)

- total energy (hartree) = -285.60911
- SMILES string = NC=O.CO
- HOMO (eV) = -10.250
- energy above the lowest of the compared OMol25 structures with the same formula, charge and spin (eV) = 1.706
- charge = 0
- LUMO level (eV) = 0.60


C2H7NO2 | the ωB97M-V functional and the def2-TZVPD basis

Element x y z (Å)
C (0.707, -0.314, 0.497)
N (0.354, -0.071, 1.648)
C (-0.261, -0.568, -0.644)
O (-2.272, 0.422, 1.198)
H (1.764, -0.068, 0.100)
H (-0.713, -0.024, 1.788)
H (-0.621, 0.402, -1.002)
H (0.234, -0.977, -1.525)
H (-1.069, -1.246, -0.382)
H (2.787, 0.870, -1.736)
H (-2.880, 1.126, 1.472)
O (1.969, 0.448, -1.413)

- total energy (hartree) = -285.33240
- HOMO (eV) = -9.488
- energy above the lowest of the compared OMol25 structures with the same formula, charge and spin (eV) = 9.236
- charge = 0
- LUMO level (eV) = -4.69


C2H7NO2 | the ωB97M-V functional and the def2-TZVPD basis

Element x y z (Å)
C (-1.002, 0.743, -1.273)
C (0.330, 0.067, -1.327)
N (1.054, -0.434, -0.286)
O (0.829, -0.161, -2.429)
H (-0.874, 1.807, -1.314)
H (-1.524, 0.255, -0.436)
H (-1.601, 0.689, -2.236)
H (1.015, -0.455, 0.682)
H (2.078, -0.616, -0.615)
O (0.099, -0.455, 2.789)
H (-0.412, -1.423, 2.802)
H (0.008, -0.019, 3.643)

- total energy (hartree) = -285.61490
- SMILES string = CC(N)=O.O
- HOMO (eV) = -9.299
- energy above the lowest of the compared OMol25 structures with the same formula, charge and spin (eV) = 1.548
- charge = 0
- LUMO level (eV) = 0.37


C2H7NO2 | the ωB97M-V functional and the def2-TZVPD basis

Element x y z (Å)
C (0.000, 0.000, 0.000)
C (1.210, 0.799, -0.478)
N (1.529, 0.760, -1.815)
O (1.940, 1.352, 0.281)
H (-0.473, -0.486, -0.870)
H (-0.759, 0.609, 0.519)
H (0.354, -0.784, 0.691)
H (0.958, 0.154, -2.409)
H (2.385, 1.179, -2.185)
O (1.205, 3.482, 2.887)
H (0.561, 3.923, 2.287)
H (1.051, 2.519, 2.751)

- total energy (hartree) = -285.65115
- SMILES string = CC(N)=O.O
- HOMO (eV) = -9.998
- energy above the lowest of the compared OMol25 structures with the same formula, charge and spin (eV) = 0.562
- charge = 0
- LUMO level (eV) = 0.70


C2H7NO2 | the ωB97M-V functional and the def2-TZVPD basis

Element x y z (Å)
C (1.318, -0.244, 0.337)
C (-0.360, -0.624, -0.239)
N (-0.833, 0.567, 0.268)
O (-2.408, 0.223, -0.391)
O (1.977, 0.710, -0.419)
H (-2.936, -0.034, 0.377)
H (1.744, 1.589, -0.101)
H (-0.632, 1.319, -0.392)
H (1.769, -1.212, 0.126)
H (1.308, -0.043, 1.408)
H (-0.291, -0.759, -1.319)
H (-0.655, -1.494, 0.344)

- total energy (hartree) = -285.49071
- HOMO (eV) = -9.144
- energy above the lowest of the compared OMol25 structures with the same formula, charge and spin (eV) = 4.928
- charge = 0
- LUMO level (eV) = 0.73


C2H7NO2P | the ωB97M-V functional and the def2-TZVPD basis

Element x y z (Å)
C (0.586, -1.246, 0.172)
C (-0.307, 0.128, -0.184)
N (0.522, 1.286, 0.517)
O (-0.427, 0.289, -1.500)
P (-2.151, 0.173, 0.631)
O (-3.017, -0.383, -0.370)
H (0.156, -2.118, -0.411)
H (0.460, -1.645, 1.289)
H (1.587, -0.953, 0.033)
H (1.089, 0.907, 1.309)
H (1.089, 1.582, -0.238)
H (0.133, 2.193, 0.694)
H (0.279, -0.211, -1.942)

- total energy (hartree) = -626.67686
- SMILES string = C[C@@]([NH3+])(O)P=O
- HOMO (eV) = -13.906
- energy above the lowest of the compared OMol25 structures with the same formula, charge and spin (eV) = 2.457
- charge = +1
- LUMO level (eV) = -5.16


Number 11 is which compound? C2H7NO2